{"formula": "C13H55BFNO19S", "method": "wB97M-V/def2-TZVPD", "e_homo_ev": -8.87, "lumo_ev": 0.140, "e_tot_ev": -68996.0751, "total_charge": 0, "symbols": ["S", "F", "O", "O", "O", "O", "O", "O", "O", "O", "O", "O", "O", "O", "O", "O", "O", "O", "O", "O", "O", "N", "C", "C", "C", "C", "C", "C", "C", "C", "C", "C", "C", "C", "C", "B", "H", "H", "H", "H", "H", "H", "H", "H", "H", "H", "H", "H", "H", "H", "H", "H", "H", "H", "H", "H", "H", "H", "H", "H", "H", "H", "H", "H", "H", "H", "H", "H", "H", "H", "H", "H", "H", "H", "H", "H", "H", "H", "H", "H", "H", "H", "H", "H", "H", "H", "H", "H", "H", "H", "H"], "xyz": [[0.94293, -4.85360, 2.18095], [4.23703, -3.66943, 2.85139], [4.25907, -0.95922, -2.78820], [-6.06641, 4.35583, -3.25877], [2.03251, -4.87855, 0.94358], [2.85736, 0.52437, -6.59494], [-7.03093, 6.21914, -1.38874], [1.49304, -3.62582, 3.05529], [1.23839, 0.29409, -3.79861], [-3.45319, 4.04060, 2.24008], [-3.68605, 3.48835, -1.86640], [3.35607, 1.10202, 0.73605], [-0.30292, -4.49144, 1.55494], [5.05501, -5.94488, -2.91243], [5.33323, -3.58861, -1.45691], [-7.45655, 2.10732, -4.53781], [2.17326, -2.02580, 4.99672], [0.56937, 0.87551, 5.55375], [-1.99077, -0.20049, -1.57460], [1.57978, 2.98280, 3.37096], [-9.90223, 5.25076, -1.18574], [2.89963, -0.13289, 3.61807], [1.54000, -2.57856, 0.00083], [-1.92326, -0.44714, -2.95631], [-0.02577, -0.14962, 2.61563], [4.45905, -3.24739, 1.54202], [1.69996, -4.09068, -0.19934], [-1.31380, 0.33021, 1.92203], [1.49932, -2.25609, 2.58398], [-1.15061, 0.89809, -1.16981], [0.05174, -1.68533, 2.57295], [3.72017, -1.98384, 1.18037], [-1.11566, 1.67824, 1.22905], [2.18384, -1.95763, 1.24126], [-1.87156, 1.70273, -0.09683], [2.21698, -1.44713, 3.75907], [-4.20909, 4.40654, 2.71062], [3.07765, 0.37088, -7.51960], [-0.20833, 0.48928, -0.80183], [-2.59656, -1.26701, -3.18863], [5.22208, -4.55012, -1.47086], [2.50684, -4.25433, -0.90682], [-0.92346, -0.74093, -3.26679], [3.70074, 0.72707, -6.17585], [1.47430, 0.15100, -4.72293], [-5.90237, 5.29054, -3.09152], [-0.50442, -2.02787, 1.71091], [-7.94211, 5.89235, -1.39836], [5.62049, -6.72547, -2.89847], [1.94816, -0.91015, 1.09793], [5.28286, -3.34863, -2.38860], [3.51145, 2.02415, 0.96940], [2.07542, 0.49404, -3.36427], [4.13442, -1.76708, -2.27639], [-2.22618, 0.41785, -3.55255], [0.67437, -0.07675, 5.68957], [4.15813, -6.29982, -2.89868], [0.49237, -2.31543, -0.08291], [-2.15724, 0.35604, 2.60563], [-1.57849, -0.37039, 1.13366], [-0.43089, -2.10609, 3.45255], [4.29714, -4.03344, 0.81936], [-3.76533, 3.91655, 1.33530], [2.07100, 2.19540, 3.11183], [-4.08101, 2.67976, -2.21063], [0.92639, 1.27413, 6.35663], [-1.45733, 2.50885, 1.83578], [5.21484, -0.84416, -2.82352], [-0.93765, 1.49207, -2.05294], [2.80833, -1.58826, 5.58881], [-9.75492, 5.40822, -0.24547], [-6.96416, 2.86705, -4.19556], [-7.11895, 7.17654, -1.33283], [4.18420, -1.16816, 1.71806], [3.97997, -1.78767, 0.14406], [-6.33301, 4.02142, -2.39558], [2.03851, -2.09382, -0.83430], [2.49534, 0.46060, 4.34644], [-6.79781, 1.57906, -4.99940], [-0.06856, 1.84281, 0.98691], [0.74468, 2.63811, 3.70914], [-0.08660, 0.18760, 3.64597], [0.81300, -4.47383, -0.69125], [-2.85857, 1.27171, 0.05326], [-2.00720, 2.71741, -0.44238], [5.52586, -3.03116, 1.47223], [-3.66050, 4.07470, -2.62954], [3.87446, -0.24371, 3.89894], [-10.20540, 4.33676, -1.23147], [0.78310, 0.34444, 2.09816], [3.06455, 0.69820, 1.57014]], "lowdin_charge": [0.98, -0.03, -0.04, -0.07, -0.33, -0.05, -0.06, -0.29, -0.06, -0.06, -0.06, -0.06, -0.38, -0.04, -0.06, -0.07, 0.18, -0.05, -0.20, -0.05, -0.05, 0.16, -0.10, -0.13, -0.17, -0.19, -0.22, -0.16, -0.32, -0.20, -0.10, -0.11, -0.20, -0.22, -0.19, -0.56, 0.03, 0.04, 0.12, 0.08, 0.02, 0.10, 0.06, 0.04, 0.01, 0.04, 0.10, 0.00, 0.06, 0.11, 0.03, 0.04, 0.02, 0.00, 0.08, 0.04, 0.06, 0.11, 0.12, 0.10, 0.14, 0.09, 0.03, -0.01, 0.04, 0.06, 0.09, 0.04, 0.11, 0.12, 0.05, -0.02, 0.05, 0.10, 0.11, 0.04, 0.11, 0.06, 0.03, 0.10, 0.02, 0.08, 0.11, 0.12, 0.08, 0.12, 0.04, 0.10, 0.06, 0.08, -0.02]}

=====

{"formula": "C2H5Cl", "method": "wB97M-V/def2-TZVPD", "e_homo_ev": [-5.73, -11.75], "spin_multiplicity": 3, "lumo_ev": [1.147, -2.566], "e_tot_ev": -14672.0142, "relative_energy_kj_mol": 94.9, "total_charge": 0, "symbols": ["Cl", "C", "C", "H", "H", "H", "H", "H"], "xyz": [[-3.30851, 0.05687, 0.09916], [1.27653, 0.56385, -0.11056], [0.57128, -0.54629, -0.17051], [-2.23669, -0.11057, 0.76639], [2.09117, 0.69181, 0.58463], [0.77254, -1.39300, 0.46616], [-0.23561, -0.66384, -0.87694], [1.06930, 1.40117, -0.75833]], "lowdin_charge": [0.27, -0.10, -0.11, -0.28, 0.05, 0.06, 0.05, 0.06]}

=====

{"formula": "C7H9PS2", "method": "wB97M-V/def2-TZVPD", "e_homo_ev": [-8.75, -8.67], "lumo_ev": [-2.081, -2.571], "e_tot_ev": -38361.2784, "relative_energy_kj_mol": 323.5, "total_charge": 0, "symbols": ["S", "S", "P", "C", "C", "C", "C", "C", "C", "C", "H", "H", "H", "H", "H", "H", "H", "H", "H"], "xyz": [[-3.09870, -1.00850, -0.10142], [1.19939, 3.06601, 0.19647], [-1.95950, 0.58154, 0.30625], [0.46876, -0.01312, 1.35896], [-0.02529, -1.31321, -0.61820], [-0.34558, -0.28461, 0.35069], [-1.85300, 1.47952, -1.34005], [1.67877, -0.74322, 1.50956], [1.21910, -1.87580, -0.59140], [2.03874, -1.66202, 0.48374], [2.89522, -2.22722, 0.55146], [-1.33252, 0.73667, -1.91724], [-0.00051, 3.05458, 0.61673], [2.25458, -0.53269, 2.38667], [1.55802, -2.62922, -1.29235], [-2.86811, 1.75175, -1.50010], [0.21763, 0.72674, 2.09616], [-0.70870, -1.50829, -1.52907], [-1.33830, 2.40108, -0.96684]], "lowdin_charge": [0.26, 0.44, 0.50, -0.20, -0.12, -0.51, -0.30, -0.03, -0.11, -0.07, 0.08, 0.02, -0.36, 0.09, 0.11, 0.01, 0.09, 0.12, -0.01]}

=====

{"formula": "C6H12O", "method": "wB97M-V/def2-TZVPD", "e_homo_ev": -10.08, "lumo_ev": 1.100, "e_tot_ev": -8463.2170, "relative_energy_kj_mol": 109.7, "smiles": "CC(C)[C@H]1O[C@H]1C", "total_charge": 0, "symbols": ["O", "C", "C", "C", "C", "C", "C", "H", "H", "H", "H", "H", "H", "H", "H", "H", "H", "H", "H"], "xyz": [[1.17141, -1.63768, -0.12521], [0.29376, -0.77782, 0.58841], [2.23534, 0.60964, -0.46881], [-1.26385, 1.15322, 0.63992], [-1.87517, -0.92749, -0.67953], [-0.74560, -0.01481, -0.20244], [1.72329, -0.46351, 0.46992], [-2.57516, -0.36943, -1.31184], [-0.44072, 1.79450, 0.97824], [-1.47815, -1.76375, -1.26441], [-0.07715, -1.20451, 1.52736], [1.97709, 0.35894, -1.50048], [-0.24656, 0.39155, -1.08978], [-2.44260, -1.34000, 0.16446], [-1.79477, 0.79416, 1.53079], [3.32315, 0.70304, -0.40879], [2.37195, -0.66817, 1.32365], [-1.95913, 1.77261, 0.06312], [1.80287, 1.58952, -0.23460]], "lowdin_charge": [-0.01, -0.27, -0.04, -0.07, -0.06, -0.40, -0.29, 0.08, 0.08, 0.08, 0.15, 0.09, 0.13, 0.08, 0.08, 0.08, 0.14, 0.08, 0.08]}